1.
This record from OMol25 describes a molecular structure, CHClO3 at a distorted geometry. The level of theory is the ωB97M-V functional and the def2-TZVPD basis.

As for the energy: -19710.3523 eV. The strongest force on any atom comes out at 3.7 eV/Å. Its spin multiplicity is 1. For the frontier orbital gap (alpha / beta), the calculation gives 0.3198 / 0.3309 Eh.

Last column: Löwdin charge in e.
CARTESIAN COORDINATES (ANGSTROEM)
C -3.067867 -0.829382 -0.379420  -0.638
O -0.491101 0.298986 -0.160775  -0.061
O -0.513154 -1.061068 0.098694  -0.104
O -2.077992 -1.469458 -0.517801  0.006
Cl -3.676049 0.583896 0.142586  0.799
H -1.100254 0.710787 0.386451  -0.002

Cartesian forces, eV/Å:
C 0.2 -3.0 -1.6
O 2.5 -1.2 -2.4
O 2.3 1.8 1.4
O -3.4 -0.4 -0.7
Cl 0.1 1.8 0.9
H -1.8 1.0 2.3


2.
This record from OMol25 describes a molecular structure, C23H31Br2N6OPPt at a distorted geometry. The level of theory is the ωB97M-V functional and the def2-TZVPD basis.

As for the energy: -187949.7972 eV. The strongest force on any atom comes out at 2.1 eV/Å. Its spin multiplicity is 1. For the frontier orbital gap (alpha / beta), the calculation gives 0.2622 / 0.2607 Eh. Its charge is +2.

Last column: Löwdin charge in e.
CARTESIAN COORDINATES (ANGSTROEM)
Pt -0.159596 0.174566 0.280531  1.004
Br -0.132276 -4.342870 6.058965  0.836
C -0.145957 -2.840917 4.942682  -0.686
C 0.058100 -2.991702 3.580149  -0.095
C -0.000221 -1.879048 2.754744  -0.035
C -0.261303 -0.624288 3.282599  -0.276
C -0.432077 -0.474943 4.659514  -0.008
C -0.373923 -1.579296 5.486498  -0.091
N -0.341083 0.485511 2.374219  -0.038
C -0.635701 1.676424 2.739004  -0.052
C -0.665129 2.775121 1.756447  -0.283
C -0.899795 4.087232 2.124358  0.019
C -0.849035 5.070133 1.141516  -0.009
C -0.567844 4.702886 -0.161152  -0.007
C -0.361212 3.357625 -0.452541  -0.089
N -0.414873 2.421146 0.486988  -0.029
H 0.252939 -3.970907 3.166780  0.113
H 0.174799 -1.997579 1.691637  0.084
H -0.603751 0.492229 5.109550  0.111
H -0.514819 -1.468271 6.552253  0.116
H -0.853829 1.915616 3.774411  0.135
H -1.110120 4.336101 3.156244  0.131
H -1.025072 6.106199 1.396005  0.129
H -0.504249 5.439238 -0.949866  0.124
H -0.145489 3.025568 -1.460104  0.122
C 5.501011 -1.263033 1.005783  -0.085
N 4.123638 -1.240929 0.508085  -0.293
C 3.729324 -2.471267 -0.180594  -0.072
P 3.283123 0.142486 0.313207  0.564
O 1.832090 -0.231629 0.024662  -0.481
N 3.621456 1.000890 1.683882  -0.280
C 3.121753 2.385303 1.698183  -0.076
C 3.276070 0.305837 2.937476  -0.069
N 3.791636 1.134402 -0.892753  -0.300
C 5.184096 1.596021 -0.887544  -0.084
C 3.242558 0.977876 -2.240240  -0.081
H 5.622852 -2.107007 1.686569  0.096
H 5.732573 -0.346978 1.541889  0.078
H 6.214297 -1.384308 0.187713  0.092
H 3.713352 -3.302142 0.526711  0.094
H 4.437534 -2.714586 -0.975579  0.094
H 2.737907 -2.365790 -0.611563  0.068
H 3.537547 2.952508 0.870542  0.080
H 3.435776 2.853654 2.629396  0.097
H 2.028376 2.432717 1.639568  0.062
H 3.799029 -0.644488 3.003927  0.082
H 2.203364 0.113298 3.024622  0.062
H 3.589970 0.927313 3.774041  0.098
H 5.518154 1.792244 0.128583  0.079
H 5.250278 2.521565 -1.458886  0.095
H 5.857118 0.865666 -1.345073  0.093
H 2.184777 0.732176 -2.188552  0.056
H 3.758998 0.198205 -2.808428  0.096
H 3.356613 1.918898 -2.778361  0.093
Br -0.874149 -1.148852 -1.871073  0.917
C -2.542812 -0.725357 -1.081689  -0.688
C -3.738964 -1.187191 -1.575124  -0.048
C -4.877671 -0.770701 -0.896352  0.000
C -4.757367 0.079520 0.195199  -0.009
C -3.499598 0.477273 0.604040  -0.079
N -2.394042 0.063787 -0.025287  -0.090
H -3.784581 -1.832692 -2.439349  0.128
H -5.851977 -1.107085 -1.224494  0.134
H -5.629483 0.431295 0.726205  0.127
H -3.357607 1.138726 1.448225  0.122

Cartesian forces, eV/Å:
Pt -1.5 -1.1 -0.9
Br 0.0 -0.1 0.1
C 0.0 0.1 0.0
C 0.0 0.1 0.0
C 0.1 -0.2 0.0
C -0.1 0.3 0.0
C 0.0 0.0 0.0
C 0.0 0.0 0.0
N 0.1 0.2 0.5
C 0.1 -0.1 -0.1
C 0.0 -0.2 -0.1
C 0.0 0.0 0.1
C 0.0 0.0 0.0
C 0.0 0.0 -0.1
C -0.1 0.1 0.2
N 0.1 0.9 0.0
H 0.0 0.0 0.0
H 0.0 0.0 0.0
H 0.0 0.0 0.0
H 0.0 0.0 0.0
H 0.0 0.0 0.0
H 0.0 0.0 0.0
H 0.0 0.0 0.0
H 0.0 0.0 0.0
H 0.0 0.0 0.0
C 0.0 0.0 0.0
N -0.2 -0.3 -0.1
C 0.0 0.0 0.0
P 0.5 0.3 0.1
O -0.1 0.0 0.3
N -0.8 0.0 0.1
C 0.2 0.1 0.0
C 0.3 -0.1 0.1
N -0.1 0.0 -0.2
C 0.0 0.0 0.0
C 0.0 0.0 0.0
H 0.0 0.0 0.0
H 0.0 0.0 0.0
H 0.0 0.0 0.0
H 0.0 0.0 0.0
H 0.0 0.0 0.0
H 0.0 0.0 0.0
H 0.0 0.0 0.0
H 0.0 0.0 0.0
H 0.0 0.0 0.0
H 0.0 0.0 0.0
H 0.0 0.1 0.0
H 0.0 0.0 0.0
H 0.0 0.0 0.0
H 0.0 0.0 0.0
H 0.0 0.0 0.0
H 0.0 0.0 0.0
H 0.0 0.0 0.0
H 0.0 0.0 0.0
Br 0.3 -0.1 -0.2
C 0.1 0.0 -0.1
C -0.1 0.1 0.1
C 0.0 0.0 0.0
C 0.0 0.0 -0.1
C 0.2 0.1 0.2
N 1.2 -0.2 0.2
H 0.0 0.0 0.0
H 0.0 0.0 0.0
H 0.0 0.0 0.0
H 0.0 0.0 0.0


3.
This record from OMol25 describes 2 unconnected molecules or ions with the total composition C23H41BrN8O7P2 at a distorted geometry. The level of theory is the ωB97M-V functional and the def2-TZVPD basis.

As for the energy: -139385.1478 eV. The strongest force on any atom comes out at 7.0 eV/Å. Its spin multiplicity is 1. For the frontier orbital gap, the calculation gives 0.2402 Eh. As for the SMILES: CC(C)CCN1C(=O)c2c(COO)c(CC(N)(N)N)c(P(O)Br)c(N=C=O)c2C1=O.CN(C)P(=O)(N(C)C)N(C)C.

Last column: Löwdin charge in e.
CARTESIAN COORDINATES (ANGSTROEM)
C -7.560702 -3.097805 -0.867906  -0.089
C -6.118686 -2.532691 -0.776782  -0.405
C -6.238472 -1.106656 -0.187326  -0.069
C -5.543371 -2.589893 -2.204737  -0.151
C -4.313356 -1.717341 -2.460490  -0.117
N -3.014977 -2.457385 -2.331491  0.052
C -2.813260 -3.166053 -1.114818  -0.335
O -3.155452 -4.306552 -0.958403  0.144
C -2.092803 -2.270752 -0.127539  -0.003
C -1.864016 -2.416068 1.226206  -0.065
C -2.336831 -3.665468 1.938388  -0.111
O -1.225774 -4.414830 2.470554  -0.132
O -1.648923 -4.991671 3.692848  -0.023
C -1.177616 -1.362000 1.873991  -0.148
C -0.884736 -1.447548 3.368280  -0.078
C -1.987750 -0.818230 4.282603  -0.635
N -3.303267 -0.713739 3.626379  0.090
N -2.171596 -1.671115 5.464523  0.089
N -1.643958 0.524692 4.716419  0.056
C -0.760970 -0.240014 1.137256  -0.257
P 0.114338 1.179290 1.976328  0.635
O 1.148272 1.792110 0.867531  -0.394
Br -1.443419 2.795887 2.297060  0.276
C -0.980982 -0.145427 -0.251399  -0.177
N -0.572533 0.990948 -1.025163  0.176
C -1.515149 1.553252 -1.569640  -0.295
O -2.420326 2.033412 -2.084319  0.236
C -1.653943 -1.180599 -0.872415  -0.018
C -2.041572 -1.389095 -2.310242  -0.356
O -1.633302 -0.830069 -3.284102  0.168
H -7.637966 -3.949270 -1.547528  0.077
H -7.978622 -3.315475 0.116943  0.078
H -8.188572 -2.302152 -1.288858  0.080
H -5.573333 -3.179093 -0.083109  0.119
H -6.059577 -0.343194 -0.948022  0.073
H -7.169525 -0.930576 0.349100  0.075
H -5.424744 -0.970568 0.539271  0.065
H -6.339231 -2.392123 -2.927202  0.120
H -5.243585 -3.627737 -2.387719  0.120
H -4.362308 -1.371639 -3.494867  0.131
H -4.266108 -0.810557 -1.843547  0.112
H -2.883899 -4.283056 1.226352  0.117
H -2.989506 -3.452778 2.788413  0.117
H -1.237367 -4.457929 4.388402  0.081
H 0.090943 -0.987744 3.534522  0.092
H -0.736011 -2.511771 3.557171  0.091
H -3.286011 0.002995 2.908534  0.066
H -3.595877 -1.603597 3.248070  0.057
H -3.167192 -1.684959 5.659598  0.081
H -1.875728 -2.622190 5.299046  0.042
H -2.427451 1.147958 4.559538  0.036
H -1.520388 0.520119 5.722048  0.079
H 0.762626 2.535311 0.383534  0.022
C 5.323288 0.495299 -2.071361  -0.141
N 5.313430 1.408020 -0.952378  -0.324
C 4.590847 0.871522 0.189676  -0.126
P 5.907933 3.018369 -0.776898  0.761
O 6.923104 2.759331 0.309975  -0.271
N 7.037328 3.570488 -1.986219  -0.318
C 7.534605 2.740323 -3.074286  -0.143
C 8.147411 4.348482 -1.429363  -0.157
N 4.589133 3.769097 -1.657058  -0.340
C 3.570786 4.371954 -0.797035  -0.138
C 4.020905 3.353605 -2.908357  -0.121
H 4.307755 0.302117 -2.445923  0.080
H 5.753430 -0.471192 -1.780865  0.084
H 5.914013 0.846394 -2.912580  0.045
H 3.525989 1.135035 0.151913  0.054
H 4.995010 1.256863 1.128787  0.073
H 4.668896 -0.216640 0.244753  0.082
H 7.773396 1.718006 -2.758808  0.077
H 8.445828 3.164236 -3.496160  0.078
H 6.833703 2.712296 -3.913312  0.063
H 8.949561 3.704756 -1.048983  0.081
H 7.815171 4.989788 -0.614459  0.069
H 8.563503 4.998727 -2.202163  0.079
H 2.844278 3.626156 -0.437170  0.058
H 3.021828 5.154812 -1.328279  0.080
H 4.029681 4.843687 0.076174  0.079
H 3.158713 2.685411 -2.768400  0.087
H 4.726614 2.852743 -3.564623  0.060
H 3.678429 4.241750 -3.447885  0.092

Cartesian forces, eV/Å:
C 0.1 0.5 -0.2
C -1.6 0.0 -0.1
C 1.3 -0.3 0.2
C 0.6 -0.4 0.8
C -0.6 -0.4 -0.9
N 0.6 1.0 0.1
C -0.4 -0.4 0.4
O -0.1 0.2 0.1
C 0.0 -0.1 -0.8
C 0.4 0.0 0.2
C -0.1 -0.1 0.1
O 0.2 0.5 -0.2
O -0.4 -0.5 0.2
C 0.1 0.2 0.2
C 0.2 -0.1 -0.6
C -0.8 -0.5 0.3
N 0.3 0.3 0.3
N 0.1 0.0 -0.3
N 0.1 0.2 0.0
C -0.2 1.3 -0.9
P 1.1 -0.8 1.5
O -0.8 0.4 0.3
Br 0.0 -0.2 -0.8
C 0.1 -0.4 0.0
N -0.6 0.1 0.4
C 0.5 -0.8 0.1
O -0.5 0.8 -0.5
C 0.1 -0.1 0.1
C 0.4 -0.4 0.3
O -0.2 0.3 0.1
H 0.0 -0.2 0.3
H 0.1 -0.2 -0.1
H 0.0 -0.2 -0.1
H 0.3 0.1 -0.2
H -0.5 0.0 0.0
H 0.0 0.0 -0.2
H -0.1 0.2 0.0
H 0.1 0.4 0.1
H -0.1 0.1 -0.1
H 0.3 0.0 0.1
H -0.2 -0.2 0.1
H 0.0 -0.1 0.2
H 0.0 0.1 -0.1
H 0.3 0.1 -0.3
H -0.2 0.2 0.3
H -0.2 0.1 0.2
H -0.1 -0.2 -0.2
H 0.0 0.1 -0.2
H 0.1 0.0 0.2
H -0.1 0.0 0.0
H 0.0 0.0 -0.1
H 0.3 -0.2 -0.1
H 0.1 -0.2 -0.4
C -0.2 0.1 -0.4
N 0.5 -0.3 0.0
C -0.1 0.4 0.3
P 2.5 -4.0 -5.2
O -2.5 2.4 1.9
N 0.4 0.1 -0.5
C -0.3 -0.2 -0.1
C 0.0 -0.1 0.3
N -0.5 2.5 3.7
C 0.0 -0.1 0.0
C 0.3 -0.6 -0.3
H 0.0 -0.1 0.0
H 0.0 0.0 0.1
H -0.1 0.1 0.1
H 0.0 -0.2 0.0
H 0.0 0.0 -0.1
H 0.1 0.0 -0.2
H 0.1 0.0 -0.1
H 0.0 0.1 0.2
H -0.1 -0.2 0.1
H 0.0 0.1 0.1
H 0.0 -0.1 0.0
H -0.1 -0.1 -0.1
H -0.1 0.1 0.0
H 0.0 0.0 -0.1
H 0.0 -0.1 0.0
H 0.1 -0.1 0.0
H 0.1 0.0 0.1
H 0.0 0.0 0.1


4.
This record from OMol25 describes a molecular structure, C8H12S at a distorted geometry. The level of theory is the ωB97M-V functional and the def2-TZVPD basis.

As for the energy: -19318.7145 eV. The strongest force on any atom comes out at 5.6 eV/Å. Its spin multiplicity is 1. For the frontier orbital gap, the calculation gives 0.3393 Eh.

Last column: Löwdin charge in e.
CARTESIAN COORDINATES (ANGSTROEM)
C 1.962476 -0.312794 3.761894  -0.150
C 1.778501 -1.557280 3.108026  -0.118
C 1.206514 0.103434 0.508709  0.054
C 1.480135 -0.591290 2.335367  -0.029
C 0.405087 0.245890 -0.658192  -0.670
C -2.261219 1.013921 -1.651065  -0.115
C -0.472622 -0.728965 -1.241700  -0.303
C -1.508317 -0.227868 -2.207709  -0.282
S 1.107857 1.380374 -1.863839  0.773
H 1.238873 -0.050025 4.498925  0.067
H 2.900770 0.190567 3.871780  0.074
H 2.006181 -2.594608 3.301451  0.101
H 1.980259 0.930201 0.577545  0.049
H -2.831885 0.717098 -0.728194  0.103
H -2.870954 1.222107 -2.489763  0.064
H -1.681196 1.814936 -1.372704  0.006
H 0.099277 -1.537732 -1.721464  0.132
H -1.029238 -1.114031 -0.353283  0.136
H -1.083917 0.216002 -3.117152  0.087
H -2.216629 -1.008764 -2.462139  0.109
H -0.209954 1.888828 -2.096493  -0.086

Cartesian forces, eV/Å:
C -0.5 2.8 -0.1
C 0.6 -3.6 -1.1
C 0.2 2.1 1.1
C -1.4 1.2 -4.2
C 4.6 -0.4 3.2
C -1.7 -3.8 0.8
C -2.0 -2.0 0.7
C 0.1 2.0 0.2
S -1.8 0.8 0.2
H -0.5 0.6 0.6
H 0.8 -0.1 0.3
H -0.2 0.0 -0.3
H -1.0 -1.2 0.0
H 0.1 0.4 -1.0
H -1.3 1.0 -0.3
H 1.3 1.8 0.5
H 0.0 0.1 0.4
H 0.2 -0.5 -0.7
H 0.3 -0.9 -0.1
H -0.1 0.0 -0.1
H 2.3 -0.3 -0.1


5.
This record from OMol25 describes a molecular structure, C6H12N at a distorted geometry. The level of theory is the ωB97M-V functional and the def2-TZVPD basis.

As for the energy: -7895.0272 eV. The strongest force on any atom comes out at 3.9 eV/Å. Its spin multiplicity is 1. For the frontier orbital gap (alpha / beta), the calculation gives 0.2479 / 0.2588 Eh. Its charge is +1.

Last column: Löwdin charge in e.
CARTESIAN COORDINATES (ANGSTROEM)
C -0.498803 -0.159304 0.247290  -0.383
C -0.642049 -1.538985 0.150697  0.089
C 0.747689 0.188094 1.116743  -0.098
C -1.382255 0.886165 0.030964  -0.156
C 1.417420 0.155043 -0.087192  -0.064
C 2.373703 -0.994278 -0.497666  -0.020
N -2.565295 0.644647 -0.732707  0.144
H -1.547967 -2.234340 0.036685  0.107
H 0.249163 -2.032635 -0.098517  0.021
H 0.610244 1.179136 1.499760  0.139
H 1.029799 -0.705538 1.638881  0.135
H -1.150074 1.835083 0.534010  0.123
H 1.326123 1.025977 -0.711813  0.140
H 2.280242 -1.969158 0.058362  0.114
H 3.318538 -0.541739 -0.406482  0.077
H 2.150479 -1.095587 -1.563201  0.096
H -2.920991 1.519861 -1.101978  0.161
H -3.364349 0.389492 -0.055098  0.201
H -2.621576 -0.094773 -1.444426  0.175

Cartesian forces, eV/Å:
C -1.8 -0.9 0.2
C -1.7 -0.6 -1.1
C 0.6 -0.2 0.4
C 2.7 -0.2 0.7
C 1.4 -1.4 -1.5
C -2.9 0.6 -0.3
N -3.3 0.2 2.0
H 1.1 1.8 0.2
H 0.9 -1.0 0.2
H -0.1 0.1 1.0
H -0.2 0.5 1.5
H -1.1 -0.3 -0.8
H 0.2 0.0 -0.5
H 0.1 1.3 -0.4
H 1.6 0.3 0.2
H 0.5 -0.6 0.0
H 0.1 0.2 -0.7
H 1.0 0.1 -1.1
H 0.9 0.2 0.0